--- one ---
A cluster of 2 separate species, C6H15NO2 in total, computed with ωB97M-V with the def2-TZVPD basis set.

Summary:
spin multiplicity = 1
gap between HOMO and LUMO = 9.8813 eV
SMILES = CCN[C@@H](C)CC=O.O

```
24
Properties=species:S:1:pos:R:3:nbo_charge:R:1
C -1.254 0.325 -3.099 -0.61
C -0.615 0.817 -1.815 -0.22
N -0.045 -0.294 -1.066 -0.63
C 0.606 0.081 0.187 -0.04
C -0.373 0.354 1.332 -0.64
C 1.595 -1.011 0.607 -0.52
C 2.602 -0.501 1.601 0.45
O 2.778 -0.966 2.697 -0.52
H -2.117 -0.310 -2.890 0.20
H -0.545 -0.261 -3.685 0.21
H -1.614 1.164 -3.697 0.22
H -1.352 1.402 -1.250 0.16
H 0.205 1.500 -2.044 0.19
H -0.726 -1.027 -0.898 0.35
H 1.155 1.003 -0.022 0.19
H 0.164 0.604 2.251 0.22
H -1.032 1.193 1.113 0.21
H -0.963 -0.543 1.549 0.20
H 1.077 -1.874 1.029 0.22
H 2.145 -1.349 -0.271 0.24
H 3.171 0.393 1.276 0.10
O -3.734 0.749 -0.035 -0.93
H -2.856 0.358 -0.084 0.47
H -4.033 0.566 0.860 0.47
```

---

--- two ---
A cluster of 2 separate species, C6H15NO2 in total, computed with ωB97M-V with the def2-TZVPD basis set.

Summary:
spin multiplicity = 1
gap between HOMO and LUMO = 10.9222 eV
SMILES = CC(C)CCNC=O.O

```
24
Properties=species:S:1:pos:R:3:nbo_charge:R:1
C -1.670 1.701 0.865 -0.61
C -0.494 1.554 -0.103 -0.20
C 0.209 2.840 -0.539 -0.62
C 0.519 0.347 0.230 -0.43
C 0.848 -0.535 -0.989 -0.22
N 0.740 -1.995 -0.693 -0.63
C -0.458 -2.611 -0.786 0.52
O -0.629 -3.782 -0.526 -0.60
H -1.283 2.142 1.789 0.21
H -2.504 2.166 0.369 0.22
H -2.117 0.707 1.158 0.21
H -1.055 1.240 -1.013 0.17
H 0.302 3.719 0.092 0.22
H -0.452 3.186 -1.352 0.21
H 1.213 2.609 -0.936 0.21
H 1.460 0.859 0.487 0.21
H 0.173 -0.202 1.106 0.22
H 0.042 -0.315 -1.676 0.20
H 1.822 -0.419 -1.422 0.21
H 1.556 -2.406 -0.272 0.41
H -1.227 -1.937 -1.298 0.11
O 1.157 -2.755 2.186 -0.94
H 0.838 -2.420 1.334 0.46
H 1.010 -3.692 1.990 0.47
```

---

--- three ---
The molecule C6H15NO2, computed with ωB97M-V with the def2-TZVPD basis set.

Summary:
spin multiplicity = 1
gap between HOMO and LUMO = 9.2921 eV
SMILES = CC[C@@](C)(O)[C@@H](C)ON

```
24
Properties=species:S:1:pos:R:3:nbo_charge:R:1
C -0.819 2.457 -0.633 -0.63
C -1.077 1.332 0.353 -0.42
C -0.499 -0.215 -0.143 0.26
C -1.096 -1.292 0.748 -0.65
O -0.838 -0.367 -1.482 -0.71
C 0.955 0.047 0.020 0.10
C 1.528 0.032 1.426 -0.64
O 1.780 -1.066 -0.751 -0.47
N 1.263 -2.271 -1.270 -0.54
H 0.194 2.845 -0.549 0.20
H -1.518 3.279 -0.472 0.21
H -0.966 2.105 -1.653 0.22
H -2.150 1.131 0.417 0.19
H -0.759 1.587 1.362 0.20
H -2.161 -1.402 0.538 0.20
H -0.992 -1.034 1.798 0.21
H -0.587 -2.234 0.561 0.24
H -1.783 -0.548 -1.546 0.47
H 1.284 0.892 -0.583 0.21
H 2.611 -0.050 1.363 0.24
H 1.319 0.964 1.946 0.21
H 1.205 -0.834 1.997 0.22
H 1.261 -2.260 -2.293 0.33
H 1.848 -3.098 -1.155 0.34
```

---

--- four ---
A structure of composition C6H15NO2, computed with ωB97M-V with the def2-TZVPD basis set.

Summary:
spin multiplicity = 1
gap between HOMO and LUMO = 9.2454 eV

```
24
Properties=species:S:1:pos:R:3:nbo_charge:R:1
C 1.001 -0.463 0.205 0.52
C 0.261 0.781 0.363 0.05
C -0.558 -0.732 -0.883 -0.20
C -0.496 1.165 1.579 -0.69
C -2.010 -0.778 -0.431 -0.63
C -0.384 -0.104 -2.256 -0.64
N 0.958 -1.364 1.309 -0.86
O 2.083 -0.441 -0.489 -0.78
O 2.363 1.821 0.730 -0.97
H 2.537 1.032 0.120 0.50
H 2.794 1.579 1.559 0.47
H 0.351 1.508 -0.433 0.23
H -0.220 -1.767 -0.958 0.23
H 1.634 -2.103 1.170 0.40
H 0.044 -1.711 1.567 0.37
H -1.566 1.209 1.358 0.23
H -0.203 2.163 1.903 0.26
H -0.378 0.472 2.411 0.23
H -2.120 -1.182 0.578 0.21
H -0.832 -0.739 -3.024 0.22
H -2.585 -1.425 -1.099 0.22
H -2.480 0.208 -0.476 0.21
H -0.870 0.873 -2.321 0.20
H 0.677 -0.002 -2.482 0.25
```

---

Least stable structure: three

---

--- one ---
The molecule C3H6NPS, computed with ωB97M-V with the def2-TZVPD basis set.

Summary:
spin multiplicity = 1
gap between HOMO and LUMO (alpha / beta) = 8.0638 / 7.3057 eV

```
12
Properties=species:S:1:pos:R:3:nbo_charge:R:1
C -1.490 0.549 0.294 0.00
C -1.417 -1.027 -0.146 -0.58
C 1.020 -0.095 -0.359 -0.64
N -0.654 1.432 0.393 -0.36
P 2.706 0.182 0.034 0.34
S 0.327 -1.569 0.185 0.35
H -2.649 0.682 0.264 0.17
H -2.181 -1.618 0.359 0.25
H -1.555 -0.852 -1.171 0.22
H 0.531 0.297 -1.206 0.23
H 2.475 0.334 1.376 0.00
H 2.886 1.686 -0.024 0.02
```

---

--- two ---
A cluster of 2 separate species, C3H6NPS in total, computed with ωB97M-V with the def2-TZVPD basis set.

Summary:
spin multiplicity = 1
gap between HOMO and LUMO (alpha / beta) = 7.1630 / 7.1851 eV

```
12
Properties=species:S:1:pos:R:3:nbo_charge:R:1
C -3.582 2.217 -0.480 0.29
C 1.197 -1.256 1.506 -0.91
C 0.751 -1.364 -1.094 -0.78
N -2.813 2.985 -0.908 -0.72
P 0.314 -0.318 0.174 1.02
S 0.780 1.478 -0.116 -0.51
H 1.084 -2.245 1.335 0.22
H 2.272 -0.945 1.494 0.25
H 0.797 -0.907 2.537 0.24
H 0.642 -0.878 -2.063 0.22
H 0.862 -2.516 -1.237 0.24
H -2.304 3.750 -1.146 0.43
```

---

--- three ---
The molecule C3H6NPS, computed with ωB97M-V with the def2-TZVPD basis set.

Summary:
spin multiplicity = 1
gap between HOMO and LUMO (alpha / beta) = 9.2961 / 6.5820 eV

```
12
Properties=species:S:1:pos:R:3:nbo_charge:R:1
C -1.862 0.389 0.336 -0.06
C -1.345 -0.944 -0.150 -0.62
C 1.198 0.028 -0.463 -0.76
N -1.413 1.504 0.249 -0.20
P 2.961 0.160 0.064 0.30
S 0.388 -1.275 0.252 0.40
H -2.702 0.076 0.891 0.20
H -1.899 -1.808 0.329 0.24
H -1.759 -1.040 -1.218 0.25
H 0.519 0.899 -0.942 0.26
H 2.589 0.781 1.344 -0.01
H 3.325 1.230 -0.692 -0.02
```

---

Least stable structure: three

---

--- one ---
A cluster of 7 separate species, CH16O6S in total, computed with ωB97M-V with the def2-TZVPD basis set.

Summary:
spin multiplicity = 1
gap between HOMO and LUMO = 8.9868 eV
SMILES = CS.O.O.O.O.O.O

```
24
Properties=species:S:1:pos:R:3:nbo_charge:R:1
C -2.639 -0.212 0.425 -0.76
S -3.734 0.594 -0.722 -0.04
H -2.539 0.431 1.304 0.22
H -3.147 -1.101 0.800 0.21
H -1.628 -0.455 0.117 0.24
H -3.133 0.368 -1.889 0.12
O 0.296 -3.063 0.297 -0.97
H 1.098 -3.469 0.665 0.49
H -0.255 -3.785 -0.071 0.49
O 0.825 -0.379 0.699 -0.99
H 0.672 -0.916 -0.074 0.51
H 0.839 -0.859 1.533 0.50
O 0.151 1.622 -4.444 -0.96
H -0.591 1.807 -3.885 0.47
H 0.976 1.903 -4.039 0.49
O 2.248 2.011 1.014 -0.97
H 2.981 1.445 1.257 0.47
H 1.502 1.390 1.089 0.50
O 2.747 3.558 -1.829 -0.95
H 2.654 3.099 -1.007 0.48
H 2.299 4.363 -1.582 0.46
O -0.172 -2.740 3.429 -0.96
H -0.719 -2.966 2.691 0.48
H -0.735 -2.645 4.221 0.48
```

---

--- two ---
A cluster of 7 separate species, CH16O6S in total, computed with ωB97M-V with the def2-TZVPD basis set.

Summary:
spin multiplicity = 1
gap between HOMO and LUMO = 8.6750 eV
SMILES = CS.O.O.O.O.O.O

```
24
Properties=species:S:1:pos:R:3:nbo_charge:R:1
C -0.665 -1.734 -3.990 -0.65
S -0.171 -1.462 -5.834 -0.12
H 0.193 -2.204 -3.734 0.21
H -0.782 -0.824 -3.502 0.22
H -1.550 -2.423 -3.937 0.22
H -0.111 -0.155 -5.967 0.12
O 2.133 0.012 1.488 -0.97
H 1.419 0.710 1.474 0.48
H 1.822 -0.673 0.776 0.47
O -1.278 0.468 0.096 -0.95
H -0.489 0.797 -0.169 0.46
H -1.648 0.924 0.856 0.48
O 3.490 5.015 -1.353 -0.92
H 3.892 4.273 -1.009 0.46
H 2.641 4.960 -0.954 0.46
O 0.272 1.953 2.056 -0.94
H 0.724 1.767 2.887 0.48
H 0.519 2.919 2.252 0.48
O 1.358 -1.835 5.638 -0.93
H 0.884 -1.523 6.426 0.46
H 0.801 -1.425 4.918 0.47
O -4.809 -2.887 0.604 -0.94
H -4.731 -3.684 -0.127 0.47
H -3.912 -2.969 1.104 0.47
```

---

Least stable structure: two